(1)
This record from the OMol25 dataset describes C51H48N7O4S3V as an isolated structure. The level of theory is wB97M-V/def2-TZVPD.

Calculated values
E_HOMO (spin up / spin down)   -15.2 / -15.2 eV
2S+1   2
Charge   +3
Energy relative to the best compared isomer or geometry (same formula, charge and spin)   0.00 kJ/mol
Strongest force on any atom   0.83 eV/A
⟨S²⟩   0.760

Cartesian coordinates (Å):
V1 0.88714 -0.20170 1.25412
C1 -0.25655 -5.47617 -2.15889
C2 -0.34706 -4.01428 -2.41268
N1 -0.03823 -3.05691 -1.56586
C3 -0.29382 -1.87902 -2.23278
C4 -0.76600 -2.13651 -3.50044
N2 -0.78564 -3.48937 -3.58821
C5 -1.21913 -1.35228 -4.69053
O1 -1.22605 -0.03272 -4.58350
O2 -1.56084 -1.94290 -5.67592
C6 -0.03959 -0.58150 -1.61460
O3 -0.39771 0.48370 -2.08807
O4 0.62055 -0.62500 -0.46459
H1 0.35161 -5.65104 -1.27553
H2 0.19607 -5.99159 -3.00541
H3 -1.24627 -5.90655 -1.99773
H4 -1.07336 -3.97313 -4.42982
H5 -0.91469 0.25813 -3.70141
N3 2.25118 0.58069 2.21289
S1 2.86048 1.71774 2.95943
N4 2.63858 3.19194 2.33364
S2 1.38478 4.09850 2.58647
N5 -0.04569 3.47643 2.45734
S3 -0.53189 2.57221 1.20179
N6 -0.44380 1.09814 1.47568
C7 -2.21844 3.03801 1.01600
C8 -2.90352 2.40549 -0.01820
C9 -4.22916 2.74061 -0.22987
C10 -4.84858 3.68427 0.58492
C11 -4.14705 4.30438 1.60881
C12 -2.81247 3.99033 1.82992
C13 0.26198 3.15890 -0.27544
C14 1.45752 2.57561 -0.67801
C15 2.06248 3.02485 -1.83754
C16 1.47995 4.04809 -2.57409
C17 0.30055 4.64172 -2.14658
C18 -0.32137 4.19983 -0.98945
C19 1.37057 4.80910 4.19700
C20 0.33324 4.56686 5.08434
C21 0.40089 5.15735 6.33824
C22 1.48087 5.95980 6.67737
C23 2.51285 6.18526 5.77133
C24 2.46462 5.61004 4.51500
C25 1.64606 5.44900 1.48872
C26 0.69941 6.46821 1.55030
C27 0.85715 7.55881 0.71551
C28 1.94170 7.61694 -0.15462
C29 2.87357 6.58942 -0.19735
C30 2.73598 5.48530 0.63173
C31 4.61365 1.61914 2.99802
C32 5.40309 2.76367 2.97654
C33 6.77823 2.61197 3.06032
C34 7.33496 1.34354 3.16578
C35 6.52754 0.21291 3.18722
C36 5.15169 0.34123 3.10354
C37 2.31672 1.71961 4.64732
C38 3.08932 2.34557 5.61889
C39 2.63199 2.34260 6.92651
C40 1.43031 1.72085 7.24237
C41 0.67118 1.10384 6.25638
C42 1.11131 1.09786 4.94236
H6 -2.39483 1.69812 -0.66476
H7 -4.77723 2.28048 -1.04104
H8 -5.88423 3.94431 0.41103
H9 -4.63398 5.04048 2.23372
H10 -2.24966 4.46937 2.61821
H11 1.92423 1.79758 -0.09492
H12 2.98356 2.56849 -2.17487
H13 1.94673 4.38388 -3.49078
H14 -0.14808 5.43944 -2.72303
H15 -1.25072 4.64803 -0.66352
H16 -0.49801 3.93821 4.79943
H17 -0.39780 4.99358 7.04914
H18 1.51795 6.42398 7.65408
H19 3.34522 6.82144 6.03934
H20 3.24954 5.79566 3.79122
H21 -0.13200 6.41608 2.24337
H22 0.14214 8.36946 0.74955
H23 2.06328 8.47739 -0.79921
H24 3.71613 6.64635 -0.87319
H25 3.45033 4.67463 0.61449
H26 4.95533 3.74276 2.88485
H27 7.41552 3.48527 3.03950
H28 8.40948 1.23519 3.22823
H29 6.97222 -0.76944 3.26655
H30 4.50629 -0.52734 3.11301
H31 4.03672 2.80482 5.36779
H32 3.22412 2.80883 7.70238
H33 1.08944 1.70741 8.26936
H34 -0.25774 0.61452 6.51767
H35 0.54495 0.61633 4.15608
C43 -2.40808 -1.78261 0.55912
N7 -2.90897 -2.06655 1.93566
C44 -3.30743 -3.49789 2.06994
C45 -1.93993 -1.61015 3.01808
C46 -0.63224 -2.34593 2.96304
C47 -0.46805 -3.53164 3.67229
C48 0.69922 -4.27886 3.55089
C49 1.70305 -3.87281 2.68570
C50 1.54175 -2.69326 1.96857
C51 0.41096 -1.89712 2.14694
H36 -3.19620 -2.02130 -0.15191
H37 -1.53372 -2.40051 0.35750
H38 -2.14426 -0.72834 0.49333
H39 -3.75126 -1.50827 2.07189
H40 -2.43833 -4.12054 1.87865
H41 -4.08394 -3.71402 1.34035
H42 -3.68543 -3.67723 3.07352
H43 -2.45230 -1.77767 3.96508
H44 -1.79899 -0.54225 2.85373
H45 -1.25242 -3.88192 4.33421
H46 0.81577 -5.18886 4.12403
H47 2.59658 -4.47037 2.56505
H48 2.33161 -2.38815 1.28059

Force components x, y, z for each atom (eV/Å):
-0.5 0.6 -0.3
0.0 0.0 0.0
0.0 0.0 0.1
-0.1 0.0 -0.1
0.2 -0.1 0.3
-0.1 0.1 0.0
0.0 0.0 0.0
0.0 0.0 0.0
0.0 0.0 -0.2
0.0 0.0 0.0
-0.2 0.1 -0.3
0.0 0.0 0.2
0.5 -0.1 0.3
0.0 0.0 0.0
0.0 0.0 0.0
0.0 0.0 0.0
0.0 0.0 0.0
0.0 0.0 0.1
0.0 -0.3 -0.3
0.0 0.2 0.1
-0.1 0.0 0.1
0.0 -0.2 -0.1
0.2 0.1 -0.1
0.0 0.0 0.1
0.2 -0.4 0.0
0.0 0.1 0.1
0.0 0.0 0.0
0.0 0.0 0.0
0.0 0.0 0.0
0.0 0.0 0.0
0.0 0.0 0.0
0.0 0.0 0.1
-0.1 0.1 0.0
0.0 0.0 0.0
0.0 0.0 0.0
0.0 0.0 0.0
0.0 0.0 0.0
0.0 0.0 0.0
0.0 0.0 0.0
0.0 0.0 0.0
0.0 0.0 0.0
0.0 0.0 0.0
0.0 0.0 0.0
0.1 0.0 0.0
0.0 0.0 0.0
0.0 0.0 0.0
0.0 0.0 0.0
0.0 0.0 0.0
0.0 0.0 0.0
0.0 0.1 -0.1
0.0 -0.1 0.0
0.0 0.0 0.0
0.0 0.0 0.0
0.0 0.0 0.0
0.0 0.0 0.0
0.0 0.0 0.0
0.0 0.0 0.0
0.0 0.0 0.0
0.0 0.0 0.0
0.0 0.0 0.0
0.0 0.0 0.0
0.0 0.0 0.0
0.0 0.0 0.0
0.0 0.0 0.0
0.0 0.0 0.0
0.0 0.0 0.0
0.1 -0.1 0.0
0.0 0.0 0.0
0.0 0.0 0.0
0.0 0.0 0.0
0.0 0.0 0.0
0.0 0.0 0.0
0.0 0.0 0.0
0.0 0.0 0.0
0.0 0.0 0.0
0.0 0.0 0.0
0.0 0.0 0.0
0.0 0.0 0.0
0.0 0.0 0.0
0.0 0.0 0.0
0.0 0.0 0.0
0.0 0.0 0.0
0.0 0.0 0.0
0.0 0.0 0.0
0.0 0.0 0.0
0.0 0.0 0.0
0.0 0.0 0.0
0.0 0.0 0.0
0.0 0.0 0.0
0.0 0.0 0.0
0.0 0.0 0.0
0.0 0.0 -0.1
0.0 0.0 0.0
0.0 -0.1 0.0
0.1 0.0 0.1
0.0 -0.1 -0.1
0.0 0.0 0.0
0.0 0.0 0.0
-0.1 0.0 -0.1
0.0 0.2 0.2
0.1 0.0 0.1
0.0 0.0 0.0
0.0 0.0 0.0
0.0 0.0 0.0
0.0 0.0 0.0
0.0 0.0 0.0
0.0 0.0 0.0
0.0 0.0 0.0
0.0 0.0 0.0
0.0 0.0 0.0
0.0 0.0 0.0
0.0 0.0 0.0
0.0 0.0 0.0
0.0 0.0 0.0

---

(2)
This record from the OMol25 dataset describes C51H50N5O2TeTi as an isolated structure in a non-equilibrium geometry. The level of theory is wB97M-V/def2-TZVPD.

Calculated values
E_HOMO (spin up / spin down)   -6.2 / -7.0 eV
2S+1   2
Strongest force on any atom   3.46 eV/A
⟨S²⟩   0.759

Cartesian coordinates (Å):
Ti1 1.00168 0.84292 -0.59431
C1 -0.56120 3.81666 2.10835
C2 -0.93636 2.34295 1.92646
C3 0.14441 1.36035 2.35589
N1 1.19847 1.12139 1.36914
C4 2.45873 1.09828 1.77875
C5 2.94257 1.76217 2.92660
C6 4.11979 1.59442 3.62926
C7 5.06771 0.58430 3.51104
C8 5.10775 -0.38329 2.52176
C9 4.40451 -0.43697 1.32742
C10 3.37038 0.39088 0.84329
N2 3.01860 0.47769 -0.42938
C11 3.96057 -0.07989 -1.39153
C12 3.81693 0.50921 -2.79507
C13 2.42761 0.26075 -3.38635
N3 1.47063 1.06011 -2.64533
C14 1.10845 2.22081 -3.13036
C15 1.52654 2.72649 -4.40222
C16 0.91402 3.62735 -5.23457
C17 -0.21830 4.41124 -5.00506
C18 -0.73839 4.68607 -3.76151
C19 -0.32458 4.22539 -2.51323
C20 0.46780 3.12785 -2.15887
N4 0.82331 2.85314 -0.89271
C21 0.94236 3.98963 0.01745
C22 -0.28606 4.51786 0.78514
H1 -1.37833 4.34432 2.60810
H2 0.31560 3.90584 2.75821
H3 -1.82537 2.11231 2.51707
H4 -1.17966 2.14712 0.88223
H5 0.55761 1.66374 3.31941
H6 -0.34260 0.40682 2.52041
H7 2.29086 2.53924 3.30801
H8 4.28141 2.30217 4.43529
H9 5.83068 0.53595 4.27872
H10 5.84914 -1.16474 2.65304
H11 4.67622 -1.25529 0.67093
H12 4.98146 0.11615 -1.04622
H13 3.85165 -1.17297 -1.45191
H14 3.99613 1.58715 -2.75626
H15 4.57889 0.05840 -3.43587
H16 2.41227 0.46639 -4.45653
H17 2.17605 -0.78853 -3.28362
H18 2.43315 2.29050 -4.79703
H19 1.36709 3.73444 -6.21514
H20 -0.64700 4.92534 -5.85615
H21 -1.53126 5.42789 -3.73701
H22 -0.78356 4.73951 -1.68263
H23 1.71100 3.73283 0.75220
H24 1.33198 4.82939 -0.57134
H25 -0.09820 5.57779 0.98440
H26 -1.19268 4.45218 0.18204
C23 -4.47530 -3.77704 -0.90296
C24 -3.50688 -2.62464 -0.84683
C25 -3.74711 -1.44502 -1.54279
C26 -2.83738 -0.39893 -1.52943
C27 -3.08290 0.90711 -2.24039
O1 -2.85345 1.03972 -3.41876
C28 -3.64961 2.02123 -1.42111
C29 -3.77613 3.28033 -2.00877
C30 -4.27568 4.34799 -1.28574
C31 -4.67592 4.16603 0.03263
C32 -4.58727 2.91073 0.61491
C33 -4.07087 1.84441 -0.10387
C34 -1.61890 -0.52448 -0.84656
O2 -0.71145 0.45202 -0.86845
C35 -1.37619 -1.72279 -0.13594
C36 -2.32526 -2.73393 -0.12567
C37 -0.04255 -1.78635 0.50691
N5 1.02960 -1.69851 -0.21874
C38 0.92721 -2.19109 -1.59299
C39 0.72756 -3.71186 -1.68713
Te1 2.17254 -4.83358 -0.51728
C40 0.64437 -5.76688 0.63020
C41 -0.47045 -6.29150 -0.01695
C42 -1.52971 -6.80575 0.71758
C43 -1.47307 -6.81546 2.10464
C44 -0.34601 -6.33034 2.75079
C45 0.71164 -5.81185 2.01704
C46 0.06830 -1.89951 1.95694
C47 -1.06270 -1.99148 2.77818
C48 -0.92974 -2.07785 4.15168
C49 0.32948 -2.04806 4.73775
C50 1.45831 -1.95107 3.93197
C51 1.33082 -1.90474 2.55816
H27 -5.48065 -3.43688 -1.14778
H28 -4.50637 -4.31040 0.04734
H29 -4.16462 -4.49020 -1.67018
H30 -4.66835 -1.33050 -2.10337
H31 -3.46953 3.39376 -3.04016
H32 -4.34854 5.32498 -1.74735
H33 -5.06131 4.99989 0.60605
H34 -4.90813 2.76647 1.63876
H35 -3.99950 0.86959 0.36095
H36 -2.11849 -3.64336 0.43257
H37 1.87856 -1.97344 -2.06542
H38 0.13059 -1.70271 -2.16624
H39 0.79918 -4.02206 -2.72776
H40 -0.24766 -4.00011 -1.30168
H41 -0.51273 -6.30514 -1.09934
H42 -2.39522 -7.20414 0.20274
H43 -2.30068 -7.21128 2.67946
H44 -0.29157 -6.33922 3.83225
H45 1.58716 -5.43257 2.52521
H46 -2.05028 -1.97193 2.33603
H47 -1.81290 -2.14975 4.77391
H48 0.42887 -2.10573 5.81408
H49 2.44382 -1.90778 4.38047
H50 2.20262 -1.86604 1.92012

Force components x, y, z for each atom (eV/Å):
1.5 0.9 -1.1
-0.1 0.0 -0.2
0.2 0.0 0.1
-0.1 0.3 -0.1
0.7 0.2 1.9
-0.3 -0.3 0.0
0.2 0.1 0.2
-0.2 -0.1 -0.1
0.2 -0.1 0.1
0.0 0.2 0.0
0.0 -0.1 0.1
0.1 0.3 0.0
1.1 -0.3 0.5
0.0 0.1 -0.2
-0.3 -0.2 0.1
0.2 0.1 0.0
0.1 0.4 -0.7
0.0 -0.4 -0.2
0.0 0.1 -0.1
0.0 -0.1 0.1
-0.1 0.1 0.0
0.2 0.0 -0.2
-0.1 -0.1 0.1
0.1 0.5 0.1
0.0 0.5 -0.2
-0.2 0.2 0.0
0.1 -0.1 0.1
0.1 0.0 0.0
0.0 0.0 0.0
-0.1 0.0 0.0
-0.2 0.0 0.0
0.0 0.0 0.0
0.0 -0.2 0.1
0.0 0.0 -0.1
0.0 0.0 0.0
0.0 0.0 0.0
0.0 0.0 0.0
0.0 0.1 -0.1
0.0 -0.1 0.0
0.0 0.0 0.0
0.0 0.0 0.0
0.0 0.0 0.0
0.0 0.0 0.0
0.0 0.0 -0.1
0.0 0.0 0.0
0.0 0.0 0.0
0.0 0.0 0.0
0.0 0.0 0.0
0.0 0.0 0.0
0.0 0.0 0.0
0.1 0.0 0.0
-0.1 0.0 -0.1
0.0 0.0 -0.1
0.1 0.1 0.0
-0.1 -0.1 0.0
0.0 0.1 0.0
0.6 0.2 0.1
-0.3 -0.1 0.1
0.0 0.0 -0.1
-0.1 0.3 0.1
0.1 -0.1 -0.1
0.0 0.0 0.0
0.0 0.0 0.0
0.0 0.1 0.1
0.1 -0.1 -0.1
-0.4 -0.5 0.1
-3.3 -1.2 -0.2
-0.2 0.3 -0.3
0.1 0.0 0.0
0.4 -0.1 -0.8
-0.5 -1.1 0.5
0.1 0.0 -0.2
0.2 0.4 0.3
-0.4 -0.1 0.0
0.1 0.1 -0.2
0.0 0.0 0.0
0.0 0.0 0.0
0.0 0.0 0.0
0.0 0.0 0.0
0.1 0.1 0.0
0.0 0.2 0.9
0.1 0.0 -0.3
0.0 0.0 0.2
-0.1 0.0 -0.1
0.1 0.0 0.2
0.0 -0.1 -0.3
0.0 0.0 0.0
0.0 0.0 0.0
-0.1 0.0 0.0
0.0 0.0 0.0
0.1 0.0 0.0
0.0 0.0 0.0
0.0 0.0 0.0
0.0 0.0 0.0
0.0 0.0 0.0
0.0 0.0 0.0
-0.1 0.1 0.0
0.1 0.0 -0.1
0.0 0.0 0.0
0.0 -0.1 0.0
0.0 0.0 0.0
0.0 0.0 0.0
0.0 0.0 0.0
0.0 0.0 0.0
0.0 0.1 0.1
0.0 0.0 0.0
0.0 0.0 0.0
0.0 0.0 0.0
0.0 0.0 0.0
0.0 0.0 0.0

---

- strongest force on any atom of number 2 (C51H50N5O2TeTi)?
  3.46 eV/A